C5H12N2 | ωB97M-V with the def2-TZVPD basis set

Bonds (Å) are listed after each position.
Positions of all 19 atoms, in Å:
1 C 1.268 -1.260 -0.580  C2 1.529, H8 1.085, H9 1.098, H10 1.102
2 C -0.225 -1.162 -0.264  C1 1.529, C3 1.582, N7 1.441, H11 1.106
3 C -0.390 -0.305 1.056  C2 1.582, C4 1.497, H12 1.093, H13 1.077
4 C 0.079 1.113 0.951  C3 1.497, C5 1.328, H14 1.089
5 C -0.439 1.969 0.078  C4 1.328, N6 1.467, H15 1.090
6 N -0.421 3.436 0.096  C5 1.467, H16 1.024, H17 1.015
7 N -0.875 -2.442 -0.140  C2 1.441, H18 1.009, H19 1.015
8 H 1.753 -0.300 -0.725  C1 1.085
9 H 1.764 -1.765 0.259  C1 1.098
10 H 1.435 -1.866 -1.485  C1 1.102
11 H -0.680 -0.593 -1.097  C2 1.106
12 H 0.205 -0.910 1.745  C3 1.093
13 H -1.446 -0.414 1.239  C3 1.077
14 H 1.095 1.307 1.290  C4 1.089
15 H -1.156 1.646 -0.677  C5 1.090
16 H 0.565 3.687 0.206  N6 1.024
17 H -0.599 3.668 -0.876  N6 1.015
18 H -1.702 -2.624 -0.689  N7 1.009
19 H -0.231 -3.186 -0.387  N7 1.015

**Spin multiplicity**: 1
**E_HOMO**: -8.228 eV
**Relative energy (zero: lowest compared OMol25 entry of this formula, charge and spin)**: 1.6632 eV
**Energy**: -8358.473 eV
**Lowest unoccupied orbital energy**: 1.01 eV
**HOMO-LUMO gap**: 9.241 eV
**SMILES**: C[C@@H](N)C/C=C/N